(1)
Molecular formula: C12H22Cl2INO2Si
Method: DFT, ωB97M-V/def2-TZVPD

```
41
Properties=species:S:1:pos:R:3
C 5.314 2.794 -0.421
C 4.270 1.693 -0.418
Cl 4.996 0.174 0.156
C 2.962 2.183 0.319
Cl 2.663 1.339 1.863
C 1.776 2.049 -0.607
C 1.345 0.638 -1.021
O 1.849 -0.445 -0.775
N 0.155 0.880 -1.725
C -0.661 1.746 -0.861
C -1.408 0.996 0.250
C -2.012 -0.318 -0.199
O -2.691 -0.932 0.881
Si -2.787 -2.602 0.765
C -4.183 -3.172 1.874
C -3.151 -3.193 -0.982
C -1.148 -3.365 1.302
C 0.413 2.749 -0.324
I 0.033 3.592 1.595
H 5.467 3.226 0.563
H 5.047 3.556 -1.150
H 6.265 2.379 -0.743
H 3.994 1.477 -1.445
H 3.135 3.222 0.570
H 2.064 2.497 -1.558
H -0.301 0.049 -2.068
H -1.378 2.280 -1.479
H -0.725 0.795 1.077
H -2.171 1.662 0.647
H -2.692 -0.138 -1.038
H -1.194 -0.953 -0.550
H -5.032 -2.504 1.745
H -3.879 -3.193 2.916
H -4.493 -4.169 1.571
H -3.488 -4.226 -0.897
H -3.934 -2.635 -1.492
H -2.268 -3.192 -1.616
H -0.501 -2.604 1.728
H -1.370 -4.126 2.046
H -0.635 -3.832 0.466
H 0.355 3.620 -0.964
```

2S+1: 1
HOMO-LUMO gap, eV: 9.680
Highest occupied orbital energy, Eh: -0.3431
SMILES: C[C@@H](Cl)[C@H](Cl)[C@H]1C(=O)N[C@@H](CCO[Si](C)(C)C)[C@H]1I
Lowest unoccupied orbital energy, eV: 0.34
Total energy, a.u.: -2183.323600

Which charges does Mulliken predict for the atoms? In e, they are:
1 C -1.524
2 C 0.242
3 Cl -0.161
4 C -0.337
5 Cl -0.112
6 C 0.053
7 C 0.115
8 O -0.577
9 N -0.313
10 C 0.202
11 C -0.626
12 C -0.878
13 O -0.498
14 Si 0.748
15 C -1.164
16 C -1.104
17 C -1.088
18 C -1.255
19 I 0.141
20 H 0.379
21 H 0.343
22 H 0.439
23 H 0.241
24 H 0.558
25 H 0.351
26 H 0.391
27 H 0.465
28 H 0.434
29 H 0.505
30 H 0.221
31 H 0.341
32 H 0.283
33 H 0.316
34 H 0.339
35 H 0.375
36 H 0.315
37 H 0.336
38 H 0.307
39 H 0.360
40 H 0.324
41 H 0.512

(2)
Molecular formula: C12H22ClCrN2O3V
Method: DFT, ωB97M-V/def2-TZVPD

```
42
Properties=species:S:1:pos:R:3
Cr -0.299 -0.454 -0.958
Cl -0.424 0.599 -2.967
C -2.208 -1.186 -0.783
H -2.139 -2.022 -0.060
H -2.511 -1.562 -1.776
H -2.940 -0.449 -0.411
V 0.115 -0.062 -5.038
C -1.773 0.457 -5.713
C 1.875 1.014 -5.080
C 0.489 -1.592 -5.884
H 2.552 0.592 -4.307
H 2.325 0.894 -6.077
H 1.707 2.074 -4.834
H -2.519 -0.188 -5.201
H -2.017 1.502 -5.465
H -1.810 0.280 -6.798
H -0.298 -2.113 -6.456
H 1.536 -1.843 -6.132
C -1.809 -0.687 3.619
C -0.750 0.328 4.021
C 0.534 0.262 3.192
C 1.592 1.293 3.658
C 1.123 2.741 3.655
C 1.188 -1.142 3.395
O 1.496 -1.565 4.499
N 1.428 -1.976 2.289
C 0.991 -1.690 1.015
O 1.010 -2.446 0.028
N 0.502 -0.432 0.823
C 0.167 0.525 1.722
O -0.449 1.505 1.274
H -2.156 -0.539 2.591
H -2.676 -0.586 4.280
H -1.440 -1.713 3.707
H -1.159 1.335 3.952
H -0.477 0.194 5.072
H 1.899 1.013 4.678
H 2.471 1.179 3.005
H 0.286 2.893 4.348
H 1.940 3.394 3.977
H 0.812 3.073 2.660
H 1.817 -2.900 2.481
```

2S+1: 7
HOMO-LUMO gap (alpha / beta), eV: 2.675 / 3.358
Total charge: -2
Highest occupied orbital energy (alpha / beta), Eh: 0.0545 / 0.0292
Expectation value of S²: 12.063
Lowest unoccupied orbital energy (alpha / beta), eV: 4.16 / 4.15
Total energy, a.u.: -3254.249473

Which charges does Mulliken predict for the atoms? In e, they are:
1 Cr 0.599
2 Cl -0.277
3 C -1.090
4 H 0.180
5 H 0.342
6 H 0.192
7 V -0.134
8 C -1.065
9 C -1.021
10 C -0.689
11 H 0.207
12 H 0.198
13 H 0.245
14 H 0.239
15 H 0.270
16 H 0.193
17 H 0.100
18 H 0.110
19 C -1.235
20 C -1.108
21 C 2.305
22 C -1.117
23 C -1.243
24 C -0.182
25 O -0.661
26 N 0.053
27 C 0.298
28 O -0.649
29 N -0.200
30 C -0.031
31 O -0.699
32 H 0.279
33 H 0.449
34 H 0.266
35 H 0.362
36 H 0.416
37 H 0.409
38 H 0.408
39 H 0.271
40 H 0.428
41 H 0.302
42 H 0.281

(3)
Molecular formula: C12H22F14Na4O14P3
Method: DFT, ωB97M-V/def2-TZVPD

```
69
Properties=species:S:1:pos:R:3
Na -1.055 -2.177 0.206
Na 4.123 1.295 2.250
Na -1.105 3.876 3.486
Na 0.886 3.827 -1.991
P -0.057 -1.347 -3.133
F -0.814 -0.971 -4.478
F -1.486 -1.357 -2.304
F -0.248 -2.939 -3.346
F 0.694 -1.676 -1.721
F 1.361 -1.391 -3.910
F 0.138 0.232 -2.800
P -4.054 2.894 2.497
F -2.561 2.800 1.791
F -3.474 4.184 3.293
F -4.475 3.836 1.251
F -5.553 3.120 3.073
F -4.512 1.592 1.700
F -3.661 2.036 3.801
O 0.674 1.862 -0.579
P 0.639 1.039 0.662
O 0.167 -0.351 0.677
F -0.140 1.835 1.769
F 2.152 0.932 1.289
C 3.815 0.647 -3.107
C 3.425 -0.304 -1.972
O 4.694 -0.548 -1.324
C 5.684 0.105 -1.967
O 6.836 0.051 -1.675
O 5.195 0.870 -2.960
H 3.218 1.559 -3.081
H 3.528 0.194 -4.059
H 3.020 -1.250 -2.309
H 2.671 0.181 -1.353
C 7.012 -2.290 2.798
O 6.155 -2.699 1.740
C 4.881 -2.356 1.798
O 4.363 -1.664 2.658
O 4.235 -3.059 0.889
C 2.825 -2.854 0.808
H 7.110 -3.094 3.526
H 6.707 -1.325 3.193
H 8.028 -2.177 2.418
H 2.536 -1.828 1.009
H 2.260 -3.555 1.420
H 2.578 -3.090 -0.220
C -4.273 -3.956 3.452
O -3.896 -2.710 4.071
C -2.908 -2.043 3.541
O -2.328 -2.276 2.502
O -2.546 -1.070 4.380
C -1.477 -0.260 3.982
H -5.010 -3.691 2.689
H -4.803 -4.515 4.214
H -3.449 -4.447 2.946
H -0.667 -0.748 3.431
H -0.975 0.120 4.875
H -1.781 0.580 3.358
C -2.914 1.978 -1.620
O -3.605 2.823 -2.531
C -3.839 2.381 -3.762
O -3.499 1.309 -4.194
O -4.526 3.296 -4.423
C -4.433 3.302 -5.842
H -2.873 2.456 -0.645
H -1.909 1.779 -2.000
H -3.463 1.044 -1.507
H -4.904 2.457 -6.342
H -3.376 3.340 -6.103
H -4.963 4.186 -6.187
```

2S+1: 1
HOMO-LUMO gap, eV: 6.990
Total charge: +1
Highest occupied orbital energy, Eh: -0.4370
Energy above the lowest of the compared OMol25 structures with the same formula, charge and spin, kcal per mole: 0.0
Lowest unoccupied orbital energy, eV: -4.90
Total energy, a.u.: -4595.804440

Which charges does Mulliken predict for the atoms? In e, they are:
1 Na 0.909
2 Na 0.980
3 Na 0.945
4 Na 1.014
5 P 1.356
6 F -0.339
7 F -0.410
8 F -0.405
9 F -0.361
10 F -0.394
11 F -0.299
12 P 1.263
13 F -0.423
14 F -0.441
15 F -0.364
16 F -0.341
17 F -0.338
18 F -0.320
19 O -0.295
20 P -0.469
21 O 0.084
22 F -0.165
23 F -0.138
24 C -0.069
25 C 0.835
26 O -0.248
27 C 0.506
28 O -0.542
29 O -0.360
30 H 0.078
31 H 0.264
32 H 0.096
33 H -0.625
34 C -0.651
35 O -0.337
36 C 0.983
37 O -0.696
38 O -0.370
39 C -0.699
40 H 0.294
41 H 0.277
42 H 0.259
43 H 0.202
44 H 0.475
45 H 0.287
46 C -0.684
47 O -0.332
48 C 0.760
49 O -0.523
50 O -0.321
51 C -0.427
52 H 0.306
53 H 0.242
54 H 0.312
55 H 0.286
56 H 0.332
57 H 0.072
58 C -0.083
59 O -0.342
60 C 0.735
61 O -0.526
62 O -0.338
63 C -0.637
64 H -0.010
65 H 0.009
66 H 0.337
67 H 0.284
68 H 0.308
69 H 0.231

(4)
Molecular formula: C12H22F2Na3O14P
Method: DFT, ωB97M-V/def2-TZVPD

```
54
Properties=species:S:1:pos:R:3
Na -7.592 4.854 -2.765
Na -11.415 0.660 -5.223
Na -8.114 2.775 -9.433
O -9.187 1.333 -5.683
P -8.187 2.413 -5.620
O -8.179 3.468 -4.584
F -8.063 3.073 -7.034
F -6.779 1.737 -5.573
C -4.690 1.558 -2.858
C -3.732 1.551 -4.089
O -2.670 0.701 -3.692
C -3.022 0.015 -2.564
O -2.437 -0.907 -2.138
O -4.116 0.595 -1.995
H -5.706 1.293 -3.134
H -4.635 2.514 -2.331
H -3.352 2.538 -4.340
H -4.257 1.096 -4.933
C -8.306 -1.113 -11.929
O -7.400 -1.312 -10.846
C -7.441 -0.484 -9.837
O -8.266 0.418 -9.694
O -6.470 -0.785 -8.994
C -6.486 -0.164 -7.722
H -8.161 -0.137 -12.389
H -9.336 -1.160 -11.571
H -8.133 -1.918 -12.630
H -7.478 0.197 -7.438
H -5.816 0.700 -7.727
H -6.189 -0.871 -6.955
C -5.719 6.131 -11.333
O -4.788 5.670 -10.337
C -5.201 4.766 -9.484
O -6.191 4.069 -9.611
O -4.356 4.707 -8.485
C -4.588 3.758 -7.447
H -5.134 6.610 -12.108
H -6.440 6.797 -10.869
H -6.229 5.292 -11.809
H -3.947 4.050 -6.620
H -4.319 2.739 -7.730
H -5.633 3.781 -7.134
C -11.648 6.698 -9.839
O -10.710 7.221 -8.902
C -9.717 6.459 -8.493
O -9.501 5.321 -8.824
O -8.969 7.181 -7.665
C -7.923 6.505 -6.998
H -11.413 5.695 -10.198
H -11.703 7.353 -10.703
H -12.627 6.623 -9.366
H -7.317 7.276 -6.522
H -7.256 5.956 -7.667
H -8.304 5.796 -6.266
```

2S+1: 1
HOMO-LUMO gap, eV: 8.498
Total charge: +2
Highest occupied orbital energy, Eh: -0.5437
Energy above the lowest of the compared OMol25 structures with the same formula, charge and spin, kcal per mole: 0.0
Lowest unoccupied orbital energy, eV: -6.30
Total energy, a.u.: -2551.656501

Which charges does Mulliken predict for the atoms? In e, they are:
1 Na 1.022
2 Na 1.019
3 Na 1.007
4 O -0.728
5 P 0.333
6 O -0.658
7 F 0.156
8 F 0.013
9 C -0.062
10 C 0.172
11 O -0.379
12 C 0.563
13 O -0.441
14 O -0.373
15 H 0.183
16 H 0.187
17 H 0.176
18 H -0.040
19 C -0.606
20 O -0.335
21 C 0.899
22 O -0.751
23 O -0.318
24 C -0.285
25 H 0.283
26 H 0.292
27 H 0.232
28 H 0.123
29 H 0.078
30 H 0.310
31 C -0.621
32 O -0.351
33 C 0.692
34 O -0.565
35 O -0.356
36 C -0.309
37 H 0.248
38 H 0.277
39 H 0.278
40 H 0.219
41 H 0.331
42 H 0.009
43 C -0.678
44 O -0.339
45 C 0.793
46 O -0.466
47 O -0.337
48 C -0.170
49 H 0.301
50 H 0.281
51 H 0.279
52 H 0.333
53 H -0.074
54 H 0.154

(5)
Molecular formula: C12H22FeN3O5P
Method: DFT, ωB97M-V/def2-TZVPD

```
44
Properties=species:S:1:pos:R:3
Fe 0.000 0.000 0.000
C -0.209 -1.578 0.981
O -0.338 -2.553 1.586
C -1.828 -0.189 -0.490
O -2.938 -0.332 -0.769
C 0.517 -0.997 -1.538
O 0.827 -1.621 -2.458
C -0.511 1.035 1.515
O -0.824 1.643 2.444
C 1.009 4.373 -2.500
H 1.306 5.027 -1.688
H 1.802 4.046 -3.163
C -0.313 4.301 -2.898
H -0.574 3.916 -3.877
H -1.071 4.898 -2.402
C 2.382 -4.019 0.832
N 2.315 -2.704 0.181
C 3.136 -2.719 -1.042
P 2.715 -1.227 1.211
O 1.879 0.003 0.630
N 2.503 -1.318 3.039
C 1.464 -0.448 3.590
C 2.501 -2.645 3.655
N 4.469 -0.821 0.952
C 4.767 0.467 1.586
C 5.327 -1.858 1.551
H 2.116 -4.816 0.103
H 1.619 -4.108 1.619
H 3.391 -4.243 1.226
H 2.690 -3.419 -1.782
H 3.184 -1.712 -1.504
H 4.171 -3.058 -0.843
H 0.452 -0.841 3.379
H 1.574 -0.386 4.694
H 1.585 0.581 3.198
H 1.517 -3.141 3.533
H 3.327 -3.267 3.262
H 2.681 -2.548 4.746
H 4.568 0.433 2.681
H 5.835 0.730 1.427
H 4.152 1.269 1.129
H 5.187 -1.921 2.652
H 5.125 -2.852 1.117
H 6.395 -1.638 1.342
```

2S+1: 5
HOMO-LUMO gap (alpha / beta), eV: 6.209 / 3.993
Total charge: +2
Highest occupied orbital energy (alpha / beta), Eh: -0.5338 / -0.5328
Energy above the lowest of the compared OMol25 structures with the same formula, charge and spin, kcal per mole: 0.0
Expectation value of S²: 6.037
Lowest unoccupied orbital energy (alpha / beta), eV: -8.32 / -10.50
Total energy, a.u.: -2615.243184

Which charges does Mulliken predict for the atoms? In e, they are:
1 Fe -0.150
2 C 0.499
3 O -0.149
4 C 0.406
5 O -0.101
6 C 0.706
7 O -0.157
8 C 0.661
9 O -0.141
10 C -0.522
11 H 0.272
12 H 0.271
13 C -0.543
14 H 0.273
15 H 0.274
16 C -0.854
17 N 0.292
18 C -1.198
19 P 0.810
20 O -1.121
21 N 0.148
22 C -0.887
23 C -0.887
24 N -0.051
25 C -0.899
26 C -0.879
27 H 0.394
28 H 0.238
29 H 0.271
30 H 0.360
31 H 0.463
32 H 0.390
33 H 0.252
34 H 0.447
35 H 0.224
36 H 0.289
37 H 0.321
38 H 0.348
39 H 0.343
40 H 0.416
41 H 0.243
42 H 0.344
43 H 0.193
44 H 0.392

(6)
Molecular formula: C12H22N2O3SSb
Method: DFT, ωB97M-V/def2-TZVPD

```
41
Properties=species:S:1:pos:R:3
C 0.583 3.686 3.097
C -0.169 2.520 2.763
C -1.087 1.252 2.254
Sb -0.113 0.168 0.546
C -1.192 -1.641 1.193
C -0.681 -3.055 0.467
N -1.510 -4.173 1.133
C 0.902 -0.869 -1.167
C 2.382 -1.488 -0.764
C 3.051 -2.043 -2.157
O 4.355 -2.361 -2.188
O 2.284 -2.232 -3.403
C -1.768 0.644 -0.858
S -2.482 2.365 -0.679
C -1.168 3.698 -0.727
C -0.383 3.620 -2.167
O 1.489 -0.130 1.765
C 1.440 -1.388 2.512
N 1.557 -2.626 2.945
H 0.901 4.830 3.219
H -1.079 0.465 3.151
H -2.214 1.506 2.065
H 0.670 1.661 -0.010
H -2.315 -1.513 0.806
H -1.311 -1.766 2.374
H -1.043 -3.021 -0.645
H 0.461 -3.261 0.613
H -2.411 -4.163 0.577
H -1.780 -3.879 2.099
H 0.209 -1.615 -1.743
H 1.137 0.009 -1.941
H 2.348 -2.334 0.043
H 3.051 -0.603 -0.323
H 2.711 -1.694 -4.134
H -2.661 -0.128 -0.842
H -1.313 0.573 -1.957
H -1.708 4.746 -0.541
H -0.439 3.531 0.177
H -0.865 4.398 -2.900
H -0.626 2.546 -2.616
H 0.789 3.764 -2.036
```

2S+1: 1
HOMO-LUMO gap, eV: 7.565
Total charge: -1
Highest occupied orbital energy, Eh: -0.1786
Lowest unoccupied orbital energy, eV: 2.71
Total energy, a.u.: -1443.667011

Which charges does Mulliken predict for the atoms? In e, they are:
1 C -0.633
2 C -0.055
3 C -0.548
4 Sb 0.873
5 C -1.050
6 C 0.014
7 N -0.731
8 C -0.940
9 C -0.041
10 C 0.301
11 O -0.574
12 O -0.445
13 C -0.817
14 S -0.162
15 C -0.001
16 C -0.782
17 O -0.469
18 C 0.485
19 N -0.555
20 H 0.292
21 H 0.344
22 H 0.393
23 H -0.048
24 H 0.342
25 H 0.316
26 H 0.251
27 H -0.028
28 H 0.302
29 H 0.294
30 H 0.299
31 H 0.328
32 H 0.142
33 H 0.245
34 H 0.333
35 H 0.291
36 H 0.168
37 H 0.344
38 H -0.143
39 H 0.273
40 H 0.162
41 H 0.232